Density functional theory data (ωB97M-V with the def2-TZVPD basis set) for an isolated molecule of C6H6N2O2S at a distorted geometry.

CARTESIAN COORDINATES (ANGSTROEM)
C: -3.1829 -0.1601 0.2691
C: -1.2653 0.9616 -0.4722
H: -0.7932 1.8381 -0.7720
C: -2.7132 0.9639 -0.3784
H: 1.7555 -2.4792 -0.0147
H: -3.2016 1.9066 -0.6617
C: 0.6254 -0.7367 -0.0185
O: 3.4935 -0.9987 -0.2122
N: 0.7920 -1.9608 0.1635
N: 3.0296 -0.0416 0.3570
C: -0.7729 -0.2313 0.1312
S: -1.9805 -1.2915 0.7570
O: 3.5697 0.6037 1.2465
H: -4.1511 -0.4978 0.6301
H: 1.2380 1.2134 0.4390
C: 1.6511 0.3808 -0.1704
H: 1.9060 0.5296 -1.2932

largest force on an atom: 5.909 eV/Å
2S+1: 3
<S²>: 2.034
frontier orbital gap (spin up / spin down): 5.985 / 6.679 eV
LUMO (spin up / spin down): 0.1 / -2.8 eV
E_HOMO (spin up / spin down): -5.84 / -9.48 eV



Density functional theory data (ωB97M-V with the def2-TZVPD basis set) for an isolated molecule of C6H6N2O3 at a distorted geometry.

CARTESIAN COORDINATES (ANGSTROEM)
C: -0.7540 0.4938 0.0296
H: 0.6480 -2.7285 -0.0440
O: 1.4902 3.2818 0.1102
H: 0.8554 -1.7082 1.3887
O: 0.4845 0.8655 -3.5126
C: 0.4414 -0.3525 -1.4806
C: 0.0339 -0.7167 -0.2915
C: 0.2048 -1.9283 0.5426
H: -2.3710 1.4010 -0.5572
C: 0.9705 2.3043 -0.3684
H: -0.7546 -2.2577 0.9353
H: -0.3807 2.2105 1.1075
H: 1.7898 2.4885 -2.1819
N: 1.2968 1.8139 -1.6036
O: -2.0612 0.5454 -0.2193
N: -0.0781 1.6810 0.2992
C: 0.6614 0.7623 -2.3190

largest force on an atom: 2.475 eV/Å
frontier orbital gap (spin up / spin down): 8.001 / 8.004 eV
LUMO (spin up / spin down): -0.4 / -0.4 eV
E_HOMO (spin up / spin down): -8.42 / -8.42 eV



Density functional theory data (ωB97M-V with the def2-TZVPD basis set) for C6H6N2O3S as an isolated structure at a distorted geometry.

CARTESIAN COORDINATES (ANGSTROEM)
O: 2.9900 -1.2117 -3.6451
C: 1.5514 0.5447 -1.4380
S: 2.2849 -2.1717 -2.8405
C: 0.6832 -0.2925 1.6082
H: 0.7733 -2.4217 -0.7736
N: 1.9170 1.7078 -1.3934
C: -0.7545 -0.9544 -0.4720
N: 1.4942 -0.6804 -1.3917
O: 1.1727 -1.3358 0.9227
O: 0.9027 -2.3554 -3.3405
C: 0.6700 -1.4236 -0.4267
C: -0.3050 0.4976 1.3064
H: 1.5353 2.3592 -1.9761
C: -1.1512 0.0844 0.2932
H: -2.1084 0.6315 0.2929
H: -1.4494 -1.3702 -1.0661
H: 1.1339 -0.0463 2.5405
H: -0.6876 1.1913 2.1170

largest force on an atom: 3.587 eV/Å
frontier orbital gap: 8.496 eV
LUMO: -0.3 eV
E_HOMO: -8.82 eV



Density functional theory data (ωB97M-V with the def2-TZVPD basis set) for an isolated molecule of C6H6N2OS at a distorted geometry.

CARTESIAN COORDINATES (ANGSTROEM)
H: 1.7272 -1.3429 0.4233
H: 1.7081 3.0946 -2.0655
C: -0.0892 -0.3930 0.6379
C: 1.1978 2.4070 -1.3908
S: -0.2160 2.7974 1.1255
H: -2.1150 -2.0345 0.3732
C: 1.0251 -0.5882 -0.0505
H: -2.8860 -1.8646 1.7111
H: -1.2816 -0.1314 2.2610
C: -1.1073 -0.7552 1.3764
N: 1.5020 -0.0810 -1.1931
O: 0.6821 2.7688 2.3147
N: -2.3056 -1.3184 1.0574
H: 1.9543 0.8723 -2.8263
C: 0.6726 2.6047 -0.1859
C: 1.4647 1.0211 -1.7491

largest force on an atom: 5.152 eV/Å
frontier orbital gap: 7.681 eV
LUMO: -0.8 eV
E_HOMO: -8.45 eV



no.,E_tot (eV)
1,-24222.183
2,-15439.349
3,-26273.674
4,-22175.721